# 1
{"formula": "C48H117N24O5P5", "method": "ωB97M-V/def2-TZVPD", "orbital_gap_ev": 8.26, "mol_weight_g_mol": 1265.50, "energy_ev": -144116.415, "spin_multiplicity": 1, "elements": ["H", "H", "H", "H", "H", "N", "H", "N", "H", "H", "N", "O", "C", "H", "H", "C", "C", "C", "H", "H", "C", "N", "P", "H", "H", "N", "H", "H", "H", "N", "H", "O", "C", "H", "H", "C", "H", "N", "H", "H", "P", "C", "C", "H", "H", "H", "O", "H", "H", "H", "H", "H", "N", "H", "H", "H", "H", "H", "N", "H", "H", "H", "H", "C", "H", "H", "C", "H", "H", "P", "H", "C", "C", "H", "H", "H", "O", "H", "N", "H", "H", "C", "H", "H", "N", "H", "H", "H", "H", "H", "N", "H", "C", "H", "H", "N", "N", "H", "H", "H", "C", "C", "C", "C", "N", "C", "H", "H", "N", "C", "H", "O", "H", "H", "H", "H", "H", "H", "N", "N", "N", "C", "H", "H", "H", "H", "H", "C", "C", "H", "C", "H", "C", "H", "H", "H", "H", "H", "N", "H", "N", "H", "H", "C", "C", "C", "C", "C", "H", "C", "H", "N", "C", "H", "H", "H", "P", "N", "H", "H", "H", "C", "H", "C", "H", "C", "H", "C", "H", "C", "N", "H", "C", "C", "C", "H", "C", "H", "C", "C", "C", "H", "C", "H", "H", "P", "H", "H", "C", "H", "H", "H", "H", "H", "H", "H", "C", "H", "H"], "positions_angstrom": [[-2.877, 33.103, 4.044], [-2.420, 35.794, 0.395], [-1.225, 26.517, 2.254], [-4.444, 30.075, 7.238], [-7.353, 37.351, 5.304], [-8.579, 27.249, -3.354], [-1.165, 34.015, 5.877], [-0.430, 31.241, 4.067], [0.522, 33.338, 2.468], [7.183, 37.109, 3.885], [-5.447, 30.286, 2.305], [-7.641, 28.782, -1.274], [-6.257, 30.656, 1.588], [1.100, 29.123, 9.067], [3.653, 39.737, 4.121], [3.149, 38.183, 6.254], [0.641, 31.966, -2.799], [-2.383, 21.465, 2.835], [-2.555, 38.716, 7.471], [-5.757, 38.035, 4.755], [-8.618, 26.000, -4.111], [-8.736, 25.676, 2.810], [-0.503, 32.973, -0.460], [-2.677, 30.497, 1.949], [-0.473, 23.100, 1.542], [-2.931, 21.995, 1.566], [-3.218, 21.278, 3.510], [0.531, 35.269, -2.295], [-3.962, 24.792, 4.791], [-1.527, 27.372, -2.216], [-4.752, 23.174, 4.897], [-4.080, 24.073, 0.283], [-6.186, 34.941, 6.021], [1.072, 34.703, 4.754], [3.438, 33.130, 4.706], [-5.879, 23.771, 2.559], [2.954, 38.587, 3.044], [0.556, 33.967, 0.468], [-1.200, 35.299, 4.495], [-8.391, 25.458, -1.367], [-3.802, 36.312, 5.304], [-7.346, 25.430, -1.061], [-5.601, 27.576, -4.604], [2.843, 29.244, 4.695], [-2.677, 26.130, 3.291], [-5.552, 34.148, 6.418], [3.410, 35.885, 2.889], [-1.509, 29.116, 1.956], [-5.633, 29.510, 8.420], [4.585, 33.872, 5.873], [-7.505, 32.140, 1.192], [-4.714, 25.511, -1.412], [1.367, 27.896, 2.620], [-4.466, 33.301, 4.756], [1.679, 31.972, -2.466], [-1.435, 35.713, 6.121], [-4.261, 38.501, 8.052], [5.866, 38.325, 3.819], [-2.001, 33.786, -0.310], [-0.918, 30.533, 7.543], [-2.645, 29.172, 3.225], [0.729, 34.368, -3.622], [-6.449, 23.019, 3.105], [-3.606, 33.847, 4.366], [2.892, 37.311, 6.855], [-3.411, 32.908, -1.682], [0.215, 34.194, 1.868], [-0.959, 34.709, -3.255], [2.981, 30.877, 3.743], [-7.296, 27.890, -2.422], [0.051, 24.682, 2.260], [-3.545, 38.318, 7.250], [-4.636, 29.336, 8.016], [-2.955, 35.411, -1.279], [1.907, 39.492, 4.145], [-4.622, 27.073, -2.277], [-0.525, 31.607, -0.117], [-7.589, 28.518, 2.586], [3.097, 37.807, 4.911], [0.676, 29.413, -0.134], [2.218, 33.216, -0.594], [2.867, 38.984, 4.056], [-3.750, 29.774, -2.224], [6.960, 36.375, 5.911], [0.037, 33.187, -2.105], [-1.389, 21.459, 0.093], [2.695, 34.458, 0.629], [-1.179, 35.675, -0.769], [-2.626, 30.017, -0.889], [-7.348, 28.076, 4.351], [-3.063, 34.754, 5.422], [-3.955, 38.866, 6.401], [-7.255, 27.773, 3.308], [-4.139, 33.379, -0.142], [4.181, 38.465, 6.461], [5.234, 30.682, 6.014], [-5.555, 36.138, 5.405], [-1.689, 22.203, 3.239], [-0.516, 24.431, 0.523], [1.445, 27.878, -0.473], [-8.079, 26.601, 3.043], [-0.632, 24.178, 1.576], [-2.169, 35.284, -0.535], [1.994, 33.663, 0.374], [-0.818, 27.486, 7.135], [-1.964, 32.112, 8.385], [-6.485, 30.585, -3.544], [-1.872, 20.503, 2.822], [-2.958, 32.463, 8.839], [6.115, 37.267, 3.734], [6.478, 34.894, 5.030], [-3.401, 37.046, 4.068], [-0.870, 34.264, 1.955], [-9.394, 25.340, -3.722], [2.461, 29.345, 0.057], [-7.083, 24.387, -1.238], [-6.299, 27.298, -5.394], [-4.817, 35.966, 8.024], [-3.418, 36.914, 6.885], [-6.527, 26.440, -1.936], [3.033, 35.146, 5.467], [-4.768, 28.082, 7.255], [2.983, 33.313, 6.250], [-2.026, 30.428, -2.468], [-3.939, 34.441, 3.515], [2.060, 27.840, 8.396], [-6.214, 27.481, 3.164], [-5.145, 26.508, -1.505], [-3.216, 33.050, -0.619], [-3.525, 36.392, 9.048], [-2.042, 28.399, -2.145], [1.324, 36.203, 5.855], [-6.486, 29.793, -4.293], [-4.781, 28.139, -5.050], [-3.256, 31.971, -0.465], [-9.506, 28.604, -4.570], [5.654, 35.479, 6.594], [-6.866, 35.227, 6.822], [-6.269, 28.502, -3.610], [0.608, 35.058, 2.403], [-4.900, 27.093, 6.661], [-5.257, 26.615, -4.222], [-7.150, 25.583, 0.001], [0.006, 34.465, -2.811], [-4.063, 23.806, 4.337], [-2.697, 29.748, -1.943], [1.355, 28.628, 8.130], [-2.078, 29.823, 2.560], [-7.420, 29.673, -4.841], [-9.683, 28.164, -3.589], [1.360, 34.432, 6.351], [5.345, 36.431, 4.699], [-1.190, 30.643, 3.382], [5.925, 36.924, 2.717], [-2.952, 21.905, -0.574], [-7.243, 31.229, -0.364], [3.666, 36.232, 4.342], [-2.045, 24.575, 1.992], [-5.636, 30.019, -4.937], [-8.040, 30.464, 1.093], [-7.706, 25.402, -4.104], [-1.613, 34.897, 5.420], [-2.682, 20.394, 0.349], [-0.812, 31.600, 7.738], [3.879, 29.405, 3.456], [4.442, 30.423, 5.169], [2.168, 32.848, 1.076], [1.585, 35.179, 5.590], [0.161, 31.707, 8.218], [3.559, 33.861, 5.505], [-4.442, 23.836, 2.920], [-0.714, 32.087, 6.768], [1.528, 28.785, 0.125], [-7.303, 31.177, 0.723], [-2.186, 26.007, 2.326], [-9.727, 29.012, -2.906], [3.449, 30.028, 4.241], [-10.626, 27.619, -3.638], [6.128, 35.724, 5.643], [-6.278, 37.405, 5.476], [-3.728, 36.017, 8.045], [-6.764, 34.442, 5.243], [1.431, 28.296, 1.525], [2.424, 38.992, 6.348], [-6.277, 37.790, 6.496], [-3.375, 23.627, 1.528], [0.596, 32.029, -3.886], [1.868, 29.327, 7.470], [0.126, 28.007, 7.541], [-3.056, 23.390, 4.316], [-2.835, 26.365, 1.526], [0.095, 31.037, -2.636], [-5.102, 27.034, -0.551], [-3.111, 35.126, 7.937], [-5.961, 23.317, 1.571], [-3.913, 29.255, 8.827], [-2.461, 21.460, 0.291], [-6.130, 24.821, 2.705], [-8.895, 26.208, -5.144]]}

# 2
{"formula": "C48H118O18", "method": "ωB97M-V/def2-TZVPD", "orbital_gap_ev": 9.66, "mol_weight_g_mol": 983.45, "energy_ev": -88531.144, "smiles": "CCCCCC.CCCCCC.COCCOC.COCCOC.COCCOC.COCCOC.COCCOC.COCCOC.COCCOC.COCCOC.COCCOC", "spin_multiplicity": 1, "elements": ["H", "C", "H", "H", "C", "H", "C", "H", "H", "H", "O", "H", "C", "H", "O", "C", "O", "H", "H", "H", "H", "H", "H", "H", "H", "H", "H", "H", "C", "O", "H", "H", "C", "H", "H", "C", "H", "H", "C", "H", "C", "C", "C", "H", "C", "H", "H", "O", "H", "H", "H", "H", "H", "C", "H", "O", "H", "H", "H", "H", "H", "C", "H", "H", "C", "C", "H", "H", "H", "O", "H", "H", "H", "O", "H", "H", "H", "H", "O", "H", "H", "H", "C", "C", "H", "C", "H", "C", "O", "O", "O", "C", "H", "C", "C", "C", "H", "O", "C", "H", "H", "C", "C", "H", "H", "C", "H", "H", "H", "H", "C", "H", "O", "H", "H", "C", "C", "O", "H", "C", "H", "H", "H", "H", "H", "C", "H", "C", "H", "C", "H", "C", "H", "C", "H", "H", "C", "O", "H", "C", "C", "H", "H", "H", "H", "H", "H", "H", "C", "C", "H", "H", "H", "C", "H", "H", "H", "O", "H", "H", "H", "C", "C", "H", "H", "H", "H", "H", "C", "H", "H", "H", "O", "H", "H", "C", "H", "H", "H", "H", "H", "H", "H", "H"], "positions_angstrom": [[10.805, 12.494, 10.703], [14.820, 11.735, 10.178], [17.737, 10.023, 12.546], [11.917, 11.231, 11.022], [20.557, 18.054, 11.287], [13.362, 12.312, 8.021], [16.947, 11.735, 11.463], [18.168, 17.560, 16.703], [9.125, 10.754, 10.087], [11.247, 14.039, 15.979], [15.137, 18.766, 18.208], [13.893, 11.175, 10.022], [15.670, 14.555, 18.234], [18.970, 20.509, 13.373], [10.730, 19.020, 10.992], [10.727, 17.716, 11.487], [10.516, 9.251, 10.083], [18.176, 15.418, 18.836], [12.972, 14.613, 14.460], [11.231, 16.467, 19.072], [15.102, 10.566, 11.868], [12.249, 18.349, 15.090], [17.254, 20.665, 13.368], [10.083, 15.690, 14.956], [13.390, 19.707, 14.543], [16.031, 18.856, 16.417], [10.800, 12.375, 16.087], [20.558, 16.688, 18.611], [11.667, 19.875, 11.686], [9.615, 14.914, 10.256], [9.306, 20.474, 18.807], [20.900, 18.936, 10.698], [9.678, 18.358, 17.540], [18.762, 11.367, 12.589], [7.488, 14.510, 12.795], [14.003, 16.448, 14.652], [16.332, 12.772, 8.847], [13.693, 24.723, 14.343], [11.837, 23.009, 15.254], [12.310, 15.566, 17.882], [13.194, 11.394, 16.162], [10.259, 20.042, 18.999], [14.597, 11.246, 15.673], [11.965, 21.125, 10.009], [14.338, 12.868, 7.988], [16.624, 12.704, 11.815], [10.381, 10.918, 8.874], [10.106, 11.086, 12.121], [10.021, 17.180, 10.799], [21.346, 17.891, 12.007], [14.543, 13.531, 14.687], [15.514, 15.412, 20.269], [17.291, 11.384, 13.510], [10.500, 22.269, 15.098], [11.698, 17.280, 11.462], [17.932, 19.048, 14.424], [20.611, 17.979, 17.367], [12.501, 10.747, 15.638], [14.451, 16.110, 19.076], [15.896, 12.928, 13.632], [11.378, 23.827, 11.770], [18.982, 17.499, 12.849], [15.037, 14.084, 17.542], [10.229, 7.484, 9.135], [16.597, 15.514, 17.520], [10.836, 11.422, 10.940], [9.226, 20.585, 13.788], [10.330, 13.763, 8.619], [17.131, 17.237, 13.923], [10.180, 18.676, 18.860], [12.475, 22.596, 16.045], [15.754, 11.222, 8.318], [14.678, 13.082, 6.960], [14.599, 11.514, 14.325], [8.823, 16.541, 13.983], [10.348, 17.598, 12.479], [8.745, 18.936, 17.463], [15.137, 20.429, 19.446], [10.737, 20.864, 15.060], [14.536, 12.580, 10.768], [16.968, 18.350, 12.685], [14.037, 13.840, 8.405], [10.266, 8.519, 8.885], [14.016, 17.696, 21.972], [10.007, 22.577, 14.161], [11.672, 16.416, 18.102], [8.832, 16.750, 16.471], [9.487, 16.876, 17.333], [13.513, 17.671, 20.626], [10.621, 21.985, 11.338], [13.384, 15.489, 12.576], [15.729, 10.918, 11.076], [14.845, 10.180, 15.682], [14.877, 15.172, 19.389], [8.732, 14.113, 11.057], [15.412, 12.176, 8.862], [8.898, 16.433, 18.156], [9.429, 14.762, 13.209], [9.578, 14.504, 8.909], [12.650, 13.546, 11.945], [12.680, 21.829, 11.471], [17.720, 11.071, 12.570], [17.719, 18.023, 13.439], [12.793, 18.867, 19.295], [20.394, 17.173, 10.615], [14.840, 12.790, 13.924], [11.840, 11.355, 13.195], [11.331, 19.921, 12.718], [17.561, 11.881, 10.536], [10.391, 18.699, 16.759], [13.670, 23.701, 13.891], [17.197, 16.885, 19.135], [14.153, 17.864, 14.230], [14.071, 16.707, 22.365], [19.076, 16.031, 16.782], [8.359, 14.920, 12.297], [11.858, 21.271, 11.078], [12.811, 12.748, 15.880], [16.261, 13.682, 18.661], [18.064, 20.322, 13.959], [11.010, 20.456, 18.278], [9.785, 19.124, 14.757], [14.380, 12.890, 12.921], [11.523, 13.139, 17.462], [19.741, 17.428, 13.625], [19.920, 17.466, 18.097], [12.621, 14.905, 10.800], [16.134, 19.376, 17.357], [9.821, 15.330, 8.218], [12.971, 15.587, 13.964], [14.149, 14.486, 19.794], [11.545, 13.066, 16.383], [17.107, 14.969, 16.718], [13.619, 18.943, 20.027], [8.812, 20.400, 15.457], [11.314, 23.606, 10.006], [10.722, 11.627, 13.210], [12.418, 23.076, 13.949], [7.861, 13.858, 10.447], [18.668, 16.871, 17.417], [9.219, 15.555, 14.281], [14.970, 18.188, 21.957], [11.505, 14.850, 12.023], [16.010, 20.441, 17.352], [9.860, 22.452, 15.907], [9.240, 13.194, 11.415], [10.687, 12.750, 13.292], [11.981, 16.114, 14.017], [17.671, 16.213, 18.347], [9.571, 20.159, 14.707], [16.131, 10.020, 10.496], [12.571, 19.315, 11.783], [13.283, 19.680, 20.780], [13.270, 18.722, 14.997], [14.484, 23.101, 14.387], [15.998, 16.356, 17.180], [14.989, 16.039, 14.517], [10.710, 16.262, 17.062], [12.299, 17.298, 17.975], [8.568, 14.248, 8.609], [11.633, 24.074, 15.497], [14.949, 19.348, 19.483], [10.806, 23.354, 10.941], [15.660, 18.889, 20.210], [9.341, 8.844, 8.394], [13.646, 18.842, 16.036], [13.154, 11.124, 17.202], [8.187, 16.020, 12.009], [12.526, 14.670, 11.829], [13.331, 18.265, 22.559], [13.974, 23.797, 12.830], [18.783, 16.523, 12.376], [19.354, 18.424, 11.854], [19.754, 18.295, 18.819], [11.083, 8.712, 8.189], [10.149, 10.602, 9.902], [9.857, 23.827, 10.887], [17.111, 19.076, 17.772], [10.568, 20.275, 20.022], [15.300, 11.794, 16.291], [18.276, 20.980, 14.830], [13.734, 16.433, 15.707], [8.479, 15.147, 14.916], [10.280, 11.248, 14.144]]}